1.
{"formula": "C2H3BrClNO2", "method": "ωB97M-V with the def2-TZVPD basis set", "lumo_energy_ev": -0.39, "e_above_lowest_kcal_mol": 36.8, "fmax_ev_per_a": 7.45, "elements": ["O", "N", "O", "C", "Cl", "C", "Br", "H", "H", "H"], "xyz": [[-1.64, -1.19, 0.77], [-1.46, -0.13, 0.22], [-2.16, 0.21, -0.72], [-0.17, 0.57, 0.50], [-0.03, 2.19, 0.05], [0.99, -0.52, -0.51], [2.65, 0.21, 0.08], [0.17, 0.38, 1.43], [0.95, -1.46, -0.22], [0.70, -0.27, -1.59]], "mulliken_charge": [-0.52, 0.83, -0.50, -0.33, -0.08, -0.66, -0.10, 0.52, 0.47, 0.37]}

2.
{"formula": "C2H3BrClNO2", "method": "ωB97M-V with the def2-TZVPD basis set", "lumo_energy_ev": 0.40, "e_above_lowest_kcal_mol": 49.3, "fmax_ev_per_a": 2.53, "elements": ["C", "O", "N", "O", "C", "Cl", "Br", "H", "H", "H"], "xyz": [[-0.06, -0.09, -0.08], [-1.53, -0.26, 0.16], [-2.46, 0.83, 0.00], [-2.01, 1.96, -0.02], [-3.76, 0.51, 0.10], [-4.80, 1.81, 0.02], [-4.41, -1.29, 0.00], [0.23, 0.83, -0.58], [0.30, -1.10, -0.50], [0.60, 0.06, 0.88]], "mulliken_charge": [-0.53, -0.28, 0.66, -0.65, 0.22, -0.12, -0.05, 0.27, 0.24, 0.24]}

3.
{"formula": "C2H3BrFN", "method": "ωB97M-V with the def2-TZVPD basis set", "lumo_energy_ev": 0.85, "e_above_lowest_kcal_mol": 46.3, "fmax_ev_per_a": 3.58, "elements": ["F", "N", "C", "C", "Br", "H", "H", "H"], "xyz": [[0.89, -1.64, -0.89], [0.79, -0.31, -0.44], [0.15, -0.06, 0.83], [-0.50, 0.40, -0.40], [-0.51, 2.12, -1.19], [0.77, 0.54, 1.37], [-0.30, -0.84, 1.27], [-1.30, -0.22, -0.57]], "mulliken_charge": [-0.19, -0.15, -0.32, -0.23, -0.12, 0.26, 0.33, 0.42]}

4.
{"formula": "C2H3BrINO2", "method": "ωB97M-V with the def2-TZVPD basis set", "lumo_energy_ev": -1.65, "e_above_lowest_kcal_mol": 73.4, "fmax_ev_per_a": 5.10, "elements": ["C", "C", "N", "O", "O", "Br", "I", "H", "H", "H"], "xyz": [[0.46, 0.83, -0.27], [-0.16, -1.45, 0.58], [1.02, -1.80, 1.09], [1.10, -2.02, 2.28], [1.92, -1.84, 0.19], [-1.73, -1.35, 1.62], [2.38, 0.58, -0.66], [-0.09, 0.96, -1.09], [0.21, 1.42, 0.55], [-0.23, -1.53, -0.54]], "mulliken_charge": [-0.84, -0.49, 0.94, -0.62, -0.60, -0.07, 0.37, 0.42, 0.37, 0.53]}

5.
{"formula": "C2H3BrN2", "method": "ωB97M-V with the def2-TZVPD basis set", "lumo_energy_ev": 0.94, "e_above_lowest_kcal_mol": 36.0, "fmax_ev_per_a": 5.67, "elements": ["Br", "C", "C", "N", "N", "H", "H", "H"], "xyz": [[-2.70, -0.13, 0.19], [-0.85, -0.18, 0.10], [0.33, -1.07, 0.06], [1.07, 0.18, -0.26], [-0.07, 0.92, -0.03], [0.43, -2.13, -0.04], [1.90, 0.52, 0.25], [-0.11, 1.89, -0.28]], "mulliken_charge": [-0.13, 0.11, -0.33, -0.34, -0.12, 0.35, 0.23, 0.22]}

6.
{"formula": "C2H3BrN2O2", "method": "ωB97M-V with the def2-TZVPD basis set", "lumo_energy_ev": [-2.80, -1.56], "e_above_lowest_kcal_mol": 63.7, "fmax_ev_per_a": 3.10, "elements": ["C", "C", "N", "N", "O", "O", "Br", "H", "H", "H"], "xyz": [[-0.21, -0.72, -0.51], [-1.29, -0.42, 0.49], [0.51, 0.54, -0.80], [1.43, 0.93, 0.06], [1.46, 0.46, 1.18], [2.18, 1.77, -0.39], [-2.96, 0.10, 0.01], [0.48, -1.45, -0.07], [-0.62, -1.08, -1.46], [-0.98, -0.14, 1.49]], "mulliken_charge": [-0.33, -0.32, -0.41, 1.12, -0.58, -0.58, 0.00, 0.30, 0.38, 0.43]}

7.
{"formula": "C2H3BrN2O2", "method": "ωB97M-V with the def2-TZVPD basis set", "lumo_energy_ev": 0.88, "e_above_lowest_kcal_mol": 49.7, "fmax_ev_per_a": 3.09, "elements": ["Br", "C", "C", "N", "O", "N", "O", "H", "H", "H"], "xyz": [[-2.12, 1.19, 1.70], [-0.82, 0.53, 0.51], [-0.68, -0.76, 0.27], [0.31, -1.16, -0.58], [0.99, -0.20, -1.26], [1.29, 0.86, -0.26], [0.14, 1.49, 0.07], [-1.49, -1.44, 0.67], [0.58, -2.13, -0.48], [1.80, 1.63, -0.63]], "mulliken_charge": [-0.15, 0.07, 0.08, -0.06, -0.26, -0.24, -0.23, 0.25, 0.25, 0.27]}

8.
{"formula": "C2H3BrN2S", "method": "ωB97M-V with the def2-TZVPD basis set", "lumo_energy_ev": 0.41, "e_above_lowest_kcal_mol": 17.4, "fmax_ev_per_a": 4.09, "elements": ["Br", "C", "N", "C", "S", "N", "H", "H", "H"], "xyz": [[0.25, 1.34, -2.09], [-0.41, 0.14, -0.75], [-0.71, 0.85, 0.40], [0.11, 0.56, 1.30], [1.14, -0.75, 1.19], [0.58, -0.90, -0.45], [-1.29, -0.41, -1.17], [0.00, 1.10, 2.26], [0.33, -1.92, -0.68]], "mulliken_charge": [-0.19, 0.03, -0.41, -0.01, -0.02, -0.33, 0.31, 0.33, 0.30]}

9.
{"formula": "C2H3BrN2S", "method": "ωB97M-V with the def2-TZVPD basis set", "lumo_energy_ev": -0.32, "e_above_lowest_kcal_mol": 1.9, "fmax_ev_per_a": 4.01, "elements": ["C", "C", "N", "N", "S", "Br", "H", "H", "H"], "xyz": [[-1.33, -1.27, 0.55], [-0.37, 0.37, -0.53], [-1.49, -0.24, -0.24], [0.73, -0.12, 0.00], [0.30, -1.36, 1.00], [2.81, 2.21, -0.47], [-2.01, -1.84, 1.08], [-0.54, 1.27, -1.12], [1.91, 0.96, -0.28]], "mulliken_charge": [-0.03, 0.10, -0.51, -0.36, 0.06, -0.39, 0.40, 0.38, 0.35]}

10.
{"formula": "C2H3BrN2S", "method": "ωB97M-V with the def2-TZVPD basis set", "lumo_energy_ev": 0.36, "e_above_lowest_kcal_mol": 41.8, "fmax_ev_per_a": 3.93, "elements": ["Br", "C", "N", "N", "C", "S", "H", "H", "H"], "xyz": [[0.99, 3.00, -1.49], [0.04, 1.34, -1.21], [1.14, 0.14, -1.32], [0.95, -0.70, -0.53], [0.03, -0.63, 0.49], [-0.77, 1.04, 0.37], [-0.51, 1.28, -2.23], [-0.65, -1.52, 0.33], [0.35, -0.57, 1.62]], "mulliken_charge": [-0.10, -0.11, -0.14, -0.17, -0.23, -0.11, 0.35, 0.26, 0.27]}

11.
{"formula": "C2H3BrN2S", "method": "ωB97M-V with the def2-TZVPD basis set", "lumo_energy_ev": -0.38, "e_above_lowest_kcal_mol": 17.5, "fmax_ev_per_a": 2.49, "elements": ["N", "C", "C", "N", "S", "Br", "H", "H", "H"], "xyz": [[-2.53, 1.11, -1.16], [-1.76, 0.84, -0.34], [-0.68, 0.65, 0.68], [0.65, 1.10, 0.38], [0.51, 2.76, -0.17], [2.22, 3.41, 1.03], [-1.04, 1.17, 1.62], [-0.71, -0.42, 0.86], [1.25, 0.52, -0.31]], "mulliken_charge": [-0.37, 0.31, -0.46, -0.30, 0.06, -0.11, 0.26, 0.32, 0.29]}

12.
{"formula": "C2H3BrN2S", "method": "ωB97M-V with the def2-TZVPD basis set", "lumo_energy_ev": [0.05, 0.05], "e_above_lowest_kcal_mol": 50.5, "fmax_ev_per_a": 5.00, "elements": ["S", "N", "C", "Br", "H", "H", "C", "N", "H"], "xyz": [[2.18, 1.56, 0.46], [0.82, 1.26, -0.37], [0.55, 0.25, -1.17], [-1.12, 0.10, -1.94], [0.20, 2.02, -0.54], [1.34, -0.51, -1.35], [-1.31, -1.59, 1.74], [-0.51, -1.00, 1.12], [-2.16, -2.09, 2.05]], "mulliken_charge": [-0.32, -0.13, -0.09, -0.11, 0.24, 0.39, 0.00, -0.29, 0.31]}